[1]
This record from OMol25 describes a structure of composition C22H16Br2Cl2MnN3O4. The level of theory is ωB97M-V/def2-TZVPD.

The value obtained for the HOMO energy (spin up / spin down) is -0.2736 / -0.2996 Ha. Its spin multiplicity is 5. The calculation puts the relative energy (zero: lowest compared OMol25 entry of this formula, charge and spin) at 33.24 kcal/mol. As for the LUMO energy (spin up / spin down): -0.0188 / -0.0249 Ha. The HOMO-LUMO gap (spin up / spin down) comes out at 6.9 / 7.5 eV. The calculation puts the maximum force at 5.08 eV/A.

```
50
C22H16Br2Cl2MnN3O4, DFT ωB97M-V/def2-TZVPD
Mn 0.605 -0.276 -0.378
Cl -1.948 -6.864 -1.929
C -1.251 -5.406 -1.326
C -0.800 -5.371 -0.011
C -0.243 -4.200 0.477
Cl 0.315 -4.139 2.106
C -0.125 -3.028 -0.303
O 0.405 -1.969 0.194
C -0.629 -3.084 -1.657
C -0.604 -1.933 -2.482
O -0.305 -0.754 -2.141
C -1.166 -4.295 -2.140
H -0.879 -6.234 0.628
H -0.903 -2.073 -3.531
H -1.534 -4.340 -3.152
Br -1.258 3.128 -0.641
C 0.443 2.851 -1.426
C 0.952 3.921 -2.118
C 2.224 3.806 -2.701
C 2.877 2.601 -2.563
C 2.272 1.560 -1.877
N 1.039 1.664 -1.263
C 2.922 0.221 -1.784
O 4.015 0.013 -2.282
O 2.210 -0.644 -1.134
H 0.371 4.824 -2.206
H 2.656 4.639 -3.230
H 3.854 2.425 -2.982
C -4.418 1.170 -0.072
N -3.435 0.771 0.920
C -3.588 1.342 2.248
C -2.250 0.423 0.546
N -1.170 0.077 0.281
H -5.415 0.947 0.306
H -4.256 0.622 -0.996
H -4.343 2.241 -0.276
H -4.592 1.129 2.614
H -3.436 2.424 2.221
H -2.863 0.896 2.924
Br 3.507 1.901 5.350
C 2.680 1.320 3.743
C 3.450 1.040 2.629
C 2.829 0.623 1.462
C 1.439 0.465 1.363
C 0.708 0.763 2.518
C 1.305 1.182 3.695
H 4.524 1.145 2.666
H 3.474 0.413 0.621
H -0.370 0.665 2.521
H 0.707 1.399 4.568
```

***

[2]
This record from OMol25 describes a structure of composition C31H46ClFNO10P2S. The level of theory is ωB97M-V/def2-TZVPD.

The value obtained for the HOMO energy is -0.4147 Ha. Its total charge is +1. As for the LUMO energy: -0.1057 Ha. The HOMO-LUMO gap comes out at 8.4 eV. The calculation puts the maximum force at 7.24 eV/A.

```
93
C31H46ClFNO10P2S, DFT ωB97M-V/def2-TZVPD
C -0.336 -2.963 2.414
C -0.600 -2.593 1.166
C -0.635 -2.027 -0.372
C -0.777 -0.437 -0.564
C -1.460 -0.423 -2.072
C -1.070 -1.614 -3.079
C -1.328 -1.146 -4.630
F -2.726 -1.313 -4.973
C -1.775 0.305 0.528
C -1.519 0.473 2.060
C -0.404 1.352 2.761
O 0.373 0.773 3.626
O -0.193 2.776 2.751
P -3.628 -0.277 0.540
O -3.878 -1.667 -0.433
Cl -4.236 -1.092 2.424
C -1.724 1.778 -0.225
C -2.350 3.063 0.580
S -3.585 4.024 -0.499
C -2.816 5.616 -1.075
C -2.057 6.447 0.090
C -0.121 1.825 -0.642
C -0.035 2.992 -1.688
C 0.395 2.856 -3.211
N 0.497 0.430 -0.740
C 1.431 0.091 -1.869
C 2.873 0.739 -1.940
C 3.370 2.180 -1.562
C 4.848 2.728 -1.695
C 5.995 1.800 -2.258
C 5.543 0.342 -2.696
C 4.036 -0.192 -2.557
C 3.822 -1.692 -3.100
P 1.682 -0.032 0.579
O 2.415 1.196 1.202
H -0.268 -3.372 3.478
H 0.273 -2.519 -0.882
H -1.563 -2.643 -0.734
H -1.147 0.523 -2.689
H -2.601 -0.326 -2.068
H 0.023 -1.969 -3.047
H -1.735 -2.556 -2.889
H -0.993 -0.051 -4.785
H -0.657 -1.787 -5.338
H -2.485 0.986 2.499
H -1.518 -0.545 2.635
H 0.765 2.882 2.500
H -4.796 -1.713 -0.796
H -2.396 1.896 -1.177
H -2.970 2.793 1.500
H -1.500 3.810 0.788
H -3.648 6.320 -1.494
H -2.067 5.453 -1.935
H -2.328 7.579 0.073
H -0.913 6.291 -0.079
H -2.318 6.059 1.140
H 0.306 2.321 0.323
H 0.656 3.830 -1.246
H -1.071 3.535 -1.751
H 1.543 2.904 -3.428
H -0.019 3.794 -3.776
H 0.010 1.956 -3.808
H 0.990 0.227 -2.941
H 1.577 -1.068 -1.802
H 2.608 2.908 -1.111
H 5.115 3.805 -1.351
H 7.105 2.118 -2.356
H 6.378 -0.338 -3.139
H 4.384 -1.752 -4.121
H 4.256 -2.520 -2.431
H 2.711 -1.928 -3.356
H 1.057 -0.636 1.713
H 2.614 -1.055 0.118
C 1.420 -6.695 0.609
C 0.033 -6.550 0.065
O 0.133 -5.404 -0.768
C 1.441 -5.285 -1.126
O 1.848 -4.519 -1.963
O 2.228 -6.139 -0.419
H 1.689 -7.736 0.794
H 1.573 -6.120 1.527
H -0.270 -7.406 -0.545
H -0.708 -6.395 0.852
C -1.417 -0.014 6.693
C -1.248 -1.410 6.179
O -1.193 -2.186 7.365
C -1.826 -1.472 8.340
O -2.106 -1.906 9.423
O -2.099 -0.204 7.923
H -2.003 0.611 6.017
H -0.460 0.477 6.892
H -2.102 -1.741 5.579
H -0.335 -1.530 5.593
```

***

[3]
This record from OMol25 describes the ion C2H6NS3 with charge +1. The level of theory is ωB97M-V/def2-TZVPD.

The value obtained for the HOMO energy is -0.4992 Ha. Its total charge is +1. The calculation puts the relative energy (zero: lowest compared OMol25 entry of this formula, charge and spin) at 24.56 kcal/mol. As for the LUMO energy: -0.2154 Ha. The HOMO-LUMO gap comes out at 7.7 eV. The calculation puts the maximum force at 3.61 eV/A.

```
12
C2H6NS3, DFT ωB97M-V/def2-TZVPD
N 0.473 -0.415 1.091
C -0.026 0.470 0.028
S 1.477 1.452 -0.464
C -0.766 -0.349 -1.001
S -2.509 -0.369 -0.107
S -1.302 1.632 0.588
H 1.067 -1.114 0.729
H -0.306 -0.765 1.628
H 1.022 0.177 1.695
H 2.123 0.534 -1.276
H -0.861 0.177 -1.897
H -0.393 -1.430 -1.013
```